Record 1
Entry from the OMol25 dataset: a 11-piece molecular cluster, C22H66O22 overall in a non-equilibrium geometry (ωB97M-V/def2-TZVPD).

CARTESIAN COORDINATES (ANGSTROEM)
O 0.8941 -9.1797 20.2442
C -0.1875 -8.7123 20.9521
C -0.1544 -7.2181 21.2279
O -0.3299 -6.5208 20.0484
H 0.9484 -8.7492 19.3768
H -1.1518 -8.9512 20.4785
H -0.1749 -9.2555 21.9476
H 0.8368 -7.0466 21.7516
H -1.0236 -7.0129 21.8685
H 0.5545 -6.2206 19.8302
O 3.4960 -0.5427 20.6587
C 4.6330 -1.4465 20.8482
C 4.3860 -2.6513 19.9696
O 3.4968 -3.6053 20.6435
H 2.9140 -0.7743 21.3741
H 5.3911 -0.8113 20.6249
H 4.7178 -1.7524 21.9333
H 5.2941 -3.1909 19.6958
H 3.8532 -2.3106 19.1375
H 4.0699 -4.0852 21.3091
O 2.9002 -8.9328 22.5842
C 3.9506 -9.6973 21.9922
C 3.6776 -11.1652 21.8569
O 2.8319 -11.5314 20.8306
H 2.1426 -8.9883 21.9809
H 4.2955 -9.1909 21.0663
H 4.7860 -9.6307 22.7190
H 3.3517 -11.6096 22.8018
H 4.6776 -11.7000 21.7287
H 2.2986 -10.7710 20.4821
O -0.1596 -7.9748 15.4419
C -0.0604 -8.5180 14.0944
C 0.2389 -9.9919 14.0412
O -0.8972 -10.8291 14.1347
H -1.0795 -7.9975 15.7563
H -0.9981 -8.2478 13.5818
H 0.7714 -7.9804 13.5569
H 0.9646 -10.2969 14.8341
H 0.6074 -10.0809 13.0245
H -1.5429 -10.6267 13.4641
O -0.2096 -12.9098 17.7361
C -1.0295 -12.0681 18.5590
C -1.2903 -10.7823 17.8326
O -2.0485 -11.1785 16.6431
H 0.2754 -13.5405 18.3373
H -2.0239 -12.5323 18.8144
H -0.5242 -11.9659 19.5221
H -0.4124 -10.3491 17.4844
H -1.8934 -10.0004 18.3885
H -1.4743 -11.4808 15.9259
O 1.8632 -2.3599 22.3150
C 0.8487 -3.2855 22.5798
C 1.2317 -4.4361 23.5218
O 2.1892 -5.3362 22.9344
H 2.5189 -2.8765 21.8187
H 0.0279 -2.6903 23.0014
H 0.3851 -3.6827 21.6475
H 0.2594 -4.9249 23.6153
H 1.6598 -4.0401 24.4672
H 2.0486 -6.2162 23.2751
O 2.4073 -7.4196 24.8247
C 3.6328 -7.1110 25.5576
C 3.9909 -5.6357 25.5103
O 4.3559 -5.1784 24.1996
H 2.6517 -8.1086 24.1608
H 3.5687 -7.3846 26.6724
H 4.4737 -7.6442 25.1030
H 4.9098 -5.4716 26.1614
H 3.2435 -4.9933 25.9832
H 3.5370 -5.2333 23.6582
O 6.2721 -3.9049 21.7944
C 7.0864 -5.1675 21.6376
C 6.4526 -6.4780 22.2040
O 6.7042 -6.6407 23.5476
H 6.0621 -3.7617 22.7529
H 7.1735 -5.2327 20.5676
H 8.0644 -5.0401 22.0650
H 6.9820 -7.2829 21.6491
H 5.3800 -6.4429 21.9417
H 5.9778 -6.0738 23.9321
O -2.7417 -8.6761 15.5968
C -3.9108 -8.4131 16.4030
C -5.1537 -8.2607 15.4821
O -5.3141 -9.3862 14.6168
H -2.5295 -9.6464 15.6816
H -4.1109 -9.2026 17.1306
H -3.8731 -7.4358 16.9248
H -5.0226 -7.3759 14.8955
H -6.0363 -8.2991 16.0592
H -4.4212 -9.5668 14.2121
O 2.7806 -13.2916 16.8983
C 3.3665 -13.8587 17.9691
C 2.4934 -14.8290 18.7553
O 1.5607 -14.2280 19.6691
H 2.0224 -12.7213 17.1305
H 4.2486 -14.3893 17.5327
H 3.7982 -13.0824 18.6502
H 3.2278 -15.4247 19.2939
H 1.8971 -15.4646 18.1162
H 1.9774 -13.4952 20.1422
O 1.9942 -5.6647 18.9904
C 3.0465 -6.5268 18.5803
C 2.6298 -7.4445 17.4527
O 1.5315 -8.2004 17.7773
H 2.4117 -4.8588 19.3549
H 3.9265 -5.9218 18.2239
H 3.4159 -7.1908 19.4080
H 3.4400 -8.1395 17.1922
H 2.3514 -6.9163 16.5382
H 0.8709 -8.1130 17.0519

Output
SMILES: OCCO.OCCO.OCCO.OCCO.OCCO.OCCO.OCCO.OCCO.OCCO.OCCO.OCCO
ΔE to the lowest compared entry with this formula, charge and spin (kcal per mole): 7.3
Frontier orbital gap (eV): 10.2368
LUMO (hartree): 0.016
E_HOMO (eV): -9.789

---

Record 2
Entry from the OMol25 dataset: a 11-piece molecular cluster, C22H66O22 overall in a non-equilibrium geometry (ωB97M-V/def2-TZVPD).

CARTESIAN COORDINATES (ANGSTROEM)
O 2.0632 0.5627 -8.8506
C 1.6417 1.9074 -8.4115
C 2.3494 2.4998 -7.1671
O 1.8432 1.9908 -6.0056
H 1.8058 0.3790 -9.7570
H 1.6002 2.5890 -9.2611
H 0.6080 1.8356 -8.0731
H 2.3717 3.5863 -7.2515
H 3.4323 2.3756 -7.1575
H 2.0157 1.0477 -6.0553
O -0.6278 5.5104 10.4371
C -0.3237 5.0004 9.1299
C -1.6380 4.4360 8.3949
O -2.1232 3.4080 9.1686
H -1.2365 4.9049 10.8664
H 0.0971 5.7408 8.4496
H 0.4193 4.2207 8.9622
H -1.3341 3.9497 7.4679
H -2.3160 5.2722 8.2240
H -2.8149 2.8687 8.7783
O 4.3228 0.0465 8.0382
C 3.5482 -0.9306 7.4021
C 3.0235 -0.4402 5.9377
O 4.0136 -0.0197 5.0315
H 4.9581 0.3948 7.4084
H 4.1397 -1.7884 7.0822
H 2.6662 -1.0740 8.0263
H 2.4354 0.4774 5.9530
H 2.4020 -1.1634 5.4097
H 4.1542 -0.7356 4.4075
O -6.2230 8.6828 -0.7531
C -5.3745 8.2812 -1.7722
C -5.2657 6.7397 -1.7384
O -4.1029 6.3677 -2.4943
H -6.1126 9.6331 -0.6729
H -5.8457 8.6125 -2.6976
H -4.3691 8.7017 -1.7503
H -6.2163 6.2740 -1.9984
H -4.9506 6.4379 -0.7395
H -4.2494 6.3319 -3.4424
O -1.4545 0.2277 -1.3409
C -0.7189 -0.0787 -0.1322
C -1.5447 0.5821 0.9827
O -2.6675 -0.2156 1.2366
H -0.8778 0.8117 -1.8389
H -0.4609 -1.1203 0.0591
H 0.2718 0.3450 -0.2966
H -1.9912 1.5449 0.7344
H -1.0960 0.7432 1.9629
H -3.1797 -0.1368 0.4286
O -6.5808 -4.4354 -2.3661
C -6.9466 -4.9743 -3.6562
C -7.4612 -6.4422 -3.7286
O -7.0846 -6.9133 -4.9790
H -5.6730 -4.6039 -2.1032
H -7.5878 -4.2020 -4.0810
H -6.0596 -4.7518 -4.2494
H -8.5480 -6.4120 -3.6509
H -7.3754 -6.9988 -2.7953
H -6.4910 -7.6610 -4.8781
O 4.2182 -3.8445 1.2995
C 5.1319 -4.8122 1.7808
C 4.5246 -6.2428 2.1771
O 3.8500 -6.8571 1.0847
H 4.4393 -3.6012 0.3976
H 6.0026 -4.8270 1.1252
H 5.4543 -4.3342 2.7058
H 4.0723 -6.3486 3.1632
H 5.3404 -6.8948 2.4891
H 3.4172 -6.1554 0.5929
O -10.1697 0.4283 6.0573
C -9.4526 -0.5791 6.7759
C -7.9887 -0.2735 6.6444
O -7.7757 0.9343 7.4053
H -10.6113 -0.0967 5.3858
H -9.7771 -0.7137 7.8078
H -9.6675 -1.5740 6.3859
H -7.5601 -0.2476 5.6426
H -7.5251 -1.0743 7.2204
H -7.6352 1.6266 6.7551
O 5.6020 3.6823 -1.2943
C 6.8562 3.1919 -0.8729
C 8.0693 3.9676 -1.3955
O 8.2378 3.9236 -2.8342
H 5.5219 3.6231 -2.2491
H 6.6228 3.5628 0.1251
H 6.8374 2.1026 -0.9060
H 8.9673 3.6212 -0.8839
H 8.0559 5.0033 -1.0560
H 7.7455 4.7172 -3.0564
O -0.8322 -4.7674 -2.8304
C 0.2160 -5.4069 -3.4545
C 0.2247 -4.8754 -4.9043
O 0.5704 -3.4842 -4.9378
H -0.6498 -3.8277 -2.9026
H 1.0085 -5.0427 -2.8007
H 0.2266 -6.4968 -3.4490
H -0.5570 -5.3607 -5.4887
H 0.9927 -5.4361 -5.4371
H 0.0394 -3.0452 -5.6064
O 5.0829 -1.7711 -3.6709
C 6.2589 -1.9935 -4.5346
C 6.6065 -0.8365 -5.4111
O 6.1449 -1.1226 -6.6549
H 4.3370 -2.1973 -4.0993
H 7.1339 -2.0365 -3.8861
H 6.1561 -2.9203 -5.0990
H 7.6394 -0.4893 -5.4393
H 6.1512 0.0746 -5.0231
H 5.1855 -1.0956 -6.6772

Output
SMILES: OCCO.OCCO.OCCO.OCCO.OCCO.OCCO.OCCO.OCCO.OCCO.OCCO.OCCO
ΔE to the lowest compared entry with this formula, charge and spin (kcal per mole): 189.1
Frontier orbital gap (eV): 9.5485
LUMO (hartree): -0.006
E_HOMO (eV): -9.710

---

Record 3
Entry from the OMol25 dataset: a 11-piece molecular cluster, C22H69N3O13 overall in a non-equilibrium geometry (ωB97M-V/def2-TZVPD).

CARTESIAN COORDINATES (ANGSTROEM)
C 11.6773 -24.3922 27.6031
O 12.5521 -24.4400 28.7324
H 11.7335 -25.4079 27.2116
H 10.6840 -23.9947 27.8115
H 12.0827 -23.7764 26.8003
H 12.1143 -24.7860 29.5135
C 17.2113 -23.0338 32.6645
O 18.5268 -22.5819 32.8764
H 17.2671 -23.6759 31.7855
H 16.7551 -23.6156 33.4655
H 16.4385 -22.2683 32.5946
H 18.6748 -22.5131 33.8225
C 13.9467 -17.7528 32.1317
O 14.3257 -17.0332 33.2719
H 12.8915 -17.9994 32.2491
H 13.9800 -17.1598 31.2178
H 14.5098 -18.6611 31.9172
H 13.6922 -16.3119 33.2674
C 15.8907 -23.9418 28.9569
O 15.1800 -24.9291 28.1070
H 15.4871 -24.1566 29.9463
H 16.9665 -23.9737 28.7846
H 15.4503 -23.0087 28.6056
H 14.2519 -24.7537 28.2785
C 17.9163 -19.1397 31.0217
O 17.6261 -18.8244 29.7431
H 17.4397 -19.9983 31.4946
H 18.9669 -19.4295 31.0388
H 17.7102 -18.1996 31.5334
H 17.9177 -19.4145 29.0443
C 14.4290 -20.9116 30.6068
O 13.1761 -21.4380 30.2000
H 14.5450 -19.8985 30.2216
H 14.6255 -20.8423 31.6767
H 15.2190 -21.4059 30.0414
H 13.3151 -21.6892 29.2840
C 15.4478 -20.3518 34.6045
C 14.3626 -20.0205 35.6205
C 14.3664 -20.9104 36.8822
O 13.8944 -22.2562 36.5762
C 13.2859 -22.9156 37.7074
N 14.2471 -18.6388 36.0115
H 15.3852 -19.5367 33.8835
H 15.1148 -21.2888 34.1581
H 16.3697 -20.4478 35.1779
H 13.3689 -20.2884 35.2616
H 13.9375 -20.4524 37.7735
H 15.4052 -21.1142 37.1419
H 12.5622 -22.1500 37.9872
H 13.9101 -23.1780 38.5616
H 12.8689 -23.8600 37.3576
H 13.2855 -18.5459 36.3061
H 14.3409 -18.0329 35.2089
C 10.6118 -19.5572 27.6515
C 11.8174 -18.7347 28.0178
C 13.0539 -19.2168 27.1932
O 13.2764 -20.6460 27.4599
C 13.5586 -21.3777 26.3365
N 11.5078 -17.3833 27.7049
H 9.6914 -19.1882 28.1042
H 10.6549 -20.6454 27.6979
H 10.4814 -19.4821 26.5719
H 12.0230 -18.8587 29.0810
H 13.9261 -18.6090 27.4338
H 12.8459 -18.9846 26.1487
H 12.5900 -21.6270 25.9031
H 14.1380 -22.2070 26.7423
H 14.1247 -20.8788 25.5499
H 10.6284 -17.0777 28.0967
H 11.3217 -17.2502 26.7211
C 13.4923 -24.5174 34.2512
C 13.1828 -24.9126 32.7788
C 11.6496 -24.8330 32.4596
O 11.5633 -25.1580 31.0743
C 10.3692 -25.8417 30.7345
N 14.0215 -24.2308 31.8610
H 14.5339 -24.6524 34.5426
H 12.7910 -24.9396 34.9709
H 13.3335 -23.4488 34.3962
H 13.4642 -25.9656 32.7704
H 11.2858 -23.8382 32.7169
H 11.0475 -25.5039 33.0722
H 10.2366 -26.7024 31.3900
H 10.4202 -26.2374 29.7201
H 9.4634 -25.2390 30.6688
H 13.7127 -23.3119 31.5777
H 13.7745 -24.6239 30.9640
C 16.6428 -20.1828 26.7440
C 16.3778 -18.9774 25.8989
O 17.3276 -18.7013 24.9434
O 17.9831 -20.2476 27.1043
H 16.3017 -20.9901 26.0959
H 15.9655 -20.1370 27.5968
H 16.4485 -18.1845 26.6435
H 15.3572 -18.9462 25.5175
H 17.2048 -17.8984 24.4316
H 18.5750 -19.8486 26.4623
C 9.7721 -21.7092 30.5511
C 8.4260 -21.7051 31.1720
O 8.4104 -22.8436 32.0222
O 10.7925 -21.2904 31.3839
H 9.7196 -20.9356 29.7850
H 9.8297 -22.6601 30.0215
H 7.6632 -21.8768 30.4126
H 8.0676 -20.8228 31.7023
H 9.3396 -23.0845 32.0342
H 11.6402 -21.5563 31.0204

Output
Charge: +1
Spin multiplicity: 2
Frontier orbital gap (spin up / spin down) (eV): 8.2635 / 2.7784
LUMO (spin up / spin down) (hartree): -0.106 / -0.308
E_HOMO (spin up / spin down) (eV): -11.155 / -11.155

---

Record 4
Entry from the OMol25 dataset: a 19-piece molecular cluster, C22H73F13IN3O23PS3 overall (ωB97M-V/def2-TZVPD).

CARTESIAN COORDINATES (ANGSTROEM)
C -2.3271 3.6751 6.8849
C -2.4148 2.1485 6.8901
O -1.3115 1.5990 6.1709
C -1.6309 0.6057 5.2168
C -0.3658 0.4054 4.4012
O -0.3637 1.0571 3.1146
N -1.1161 0.3044 2.2016
C -0.4481 0.1221 0.9742
N 0.1518 -0.9791 0.6951
C 0.5928 -1.2594 -0.6828
C 2.0215 -0.8638 -0.9987
C 2.4944 -1.4686 -2.3097
F 3.8460 -1.4596 -2.3321
F 2.1089 -2.7682 -2.3928
C 1.9424 -0.7397 -3.5940
F 1.2730 -1.5976 -4.3806
F 1.0453 0.1982 -3.1895
C 2.9839 0.0489 -4.4465
F 3.6110 0.8969 -3.6071
F 2.2788 0.7876 -5.3056
C 4.0827 -0.8736 -5.1392
F 5.2487 -0.6328 -4.5409
F 3.7580 -2.1562 -4.9070
S 4.3526 -0.6692 -7.0267
F 4.4000 -2.2405 -7.2347
F 2.7881 -0.7034 -7.2467
F 4.3493 0.8979 -6.8253
F 5.9307 -0.6857 -6.8434
F 4.5513 -0.4629 -8.5642
C 0.2594 -2.0839 1.6742
C 1.6661 -2.3894 2.2138
C 2.4794 -3.3468 1.3120
C 2.4603 -1.1439 2.6202
N -0.7481 1.1317 0.0488
C 0.0295 2.3885 0.2856
C 1.5357 2.2249 0.2800
C -2.2284 1.2836 0.2983
C -2.9604 0.4643 -0.7815
C -2.4188 0.8051 -2.1815
C -3.4888 0.7545 -3.2766
S -2.8509 1.6272 -4.7180
O -1.4300 1.7373 -4.5370
O -3.6278 2.8053 -4.9327
O -3.1402 0.6845 -5.9616
P -2.9535 3.0053 0.2488
S -4.8112 2.9791 0.8376
C -2.3990 0.8272 1.8071
I -3.7878 -0.8362 2.0704
H -1.7759 3.9978 5.9991
H -3.3158 4.1304 6.8686
H -1.7821 4.0253 7.7599
H -3.3707 1.8275 6.4684
H -2.3645 1.8057 7.9244
H -1.9043 -0.3328 5.7129
H -2.4859 0.9177 4.6064
H 0.4081 0.9162 4.9669
H -0.0952 -0.6432 4.2861
H -0.0988 -0.7314 -1.3353
H 0.4362 -2.3271 -0.8236
H 2.1377 0.2135 -1.0705
H 2.7247 -1.2137 -0.2439
H -0.1188 -2.9574 1.1436
H -0.4162 -1.8868 2.4985
H 1.4538 -2.9338 3.1360
H 2.7755 -4.2352 1.8667
H 3.4017 -2.8848 0.9546
H 1.9171 -3.6827 0.4397
H 2.1145 -0.7262 3.5650
H 3.5058 -1.4160 2.7696
H 2.4464 -0.3610 1.8603
H -0.2351 3.0536 -0.5391
H -0.2610 2.8330 1.2397
H 1.9250 2.0815 -0.7258
H 1.9640 3.1563 0.6512
H 1.8690 1.4428 0.9630
H -4.0301 0.6854 -0.7495
H -2.8211 -0.6013 -0.5929
H -1.6009 0.1465 -2.4638
H -1.9782 1.8022 -2.1815
H -4.3934 1.2954 -2.9994
H -3.7392 -0.2640 -3.5757
H -2.9397 -0.2395 -5.7537
H -2.7899 3.4867 -1.0570
H -2.1500 3.7803 1.0880
H -2.8083 1.5675 2.4865
O 1.9033 2.5380 5.6623
H 2.0637 3.4589 5.4279
H 1.0833 2.5592 6.1772
O -5.8182 2.0213 -2.1821
H -5.7091 2.6413 -1.4453
H -6.7718 1.9735 -2.3226
O 5.2743 -4.8551 -4.6252
H 4.7746 -4.5131 -5.3734
H 5.6203 -4.0729 -4.1862
O -0.4042 2.4024 9.4708
H -0.1187 2.6724 10.3554
H 0.0971 1.5993 9.2982
O -6.1531 3.4186 -4.7917
H -5.4147 3.7500 -5.3112
H -5.7559 2.8258 -4.1413
O 0.2541 3.6738 -3.0753
H 0.6964 3.1680 -3.7662
H -0.6499 3.7241 -3.4062
O -1.0833 -4.3559 -0.2391
H -0.8829 -4.9520 -0.9716
H -2.0466 -4.3837 -0.1821
O -4.6617 -4.0134 1.9251
H -5.4127 -3.6563 1.4250
H -5.0563 -4.3948 2.7165
O 8.5616 -3.1615 -4.6965
H 7.8296 -2.7636 -5.1763
H 8.1812 -3.4812 -3.8715
O -8.3731 2.9765 -3.1529
H -7.9347 3.1667 -3.9996
H -9.3131 3.1172 -3.2941
O -1.6041 -3.2744 3.9051
H -2.3991 -3.0437 3.4078
H -1.9239 -3.5999 4.7529
O 11.2571 -4.3578 -4.0276
H 11.6046 -4.8905 -4.7487
H 10.3355 -4.1978 -4.2619
O 4.6378 3.4204 7.0455
H 4.2140 4.2055 7.4036
H 3.9317 2.9196 6.6191
O -5.4082 -0.7667 5.3035
H -5.2046 -0.7045 4.3634
H -6.3618 -0.6514 5.3664
O -1.7424 -4.2465 -3.0701
H -1.2841 -4.4642 -3.8893
H -1.2667 -3.4923 -2.7074
O 7.8789 -1.3988 -9.4970
H 8.2198 -0.5321 -9.7389
H 7.2145 -1.2245 -8.8248
O 1.7710 3.3428 11.0893
H 2.1866 3.1988 10.2326
H 2.1472 4.1707 11.4049
O -6.5406 -2.1664 0.4666
H -7.1285 -2.0989 -0.2927
H -5.8524 -1.5043 0.3311

Output
Charge: +1
Frontier orbital gap (eV): 8.2852
LUMO (hartree): -0.135
E_HOMO (eV): -11.959